[1]
The following is a DFT calculation (ωB97M-V with the def2-TZVPD basis set) of the ion C5H9N with charge +1.

Structure (XYZ):
```
15
Properties=species:S:1:pos:R:3:lowdin_spin:R:1
N 0.08388 -2.57669 -2.15316 0.209
C 0.04520 -1.27001 -1.66116 0.541
C -0.39150 -1.01901 -0.32210 0.120
C -0.66443 0.34851 0.07160 0.016
C -0.23655 0.88842 1.23001 0.045
C 0.03557 2.33820 1.34914 0.009
H 1.01010 -2.97712 -2.23896 0.008
H -0.57057 -2.92033 -1.45208 0.016
H 0.97233 -0.74995 -0.93352 0.011
H -0.19799 -1.59065 0.59921 0.014
H -0.87213 1.03924 -0.74228 0.005
H 0.34424 0.31038 1.95588 0.001
H 1.12277 2.50863 1.25150 0.003
H -0.16699 2.68305 2.36169 0.003
H -0.51393 2.98732 0.68423 0.000
```

Its energy relative to the best compared isomer or geometry (same formula, charge and spin) is 96.2 kcal per mole. The multiplicity is 2. The net charge is +1. The calculation puts the orbital gap (spin up / spin down) at 8.43 / 8.20 eV. The calculation puts the total energy at -250.2152 Eh.



[2]
The following is a DFT calculation (ωB97M-V with the def2-TZVPD basis set) of a structure of composition C8H10CsO10.

Structure (XYZ):
```
29
Properties=species:S:1:pos:R:3:nbo_charge:R:1
Cs 0.87663 -0.49640 1.21952 0.978
O -2.21570 3.94912 -0.83608 -0.696
C -1.47577 3.12762 -0.04673 0.777
O -0.65277 2.38276 -0.49331 -0.580
C -1.83200 3.31242 1.41320 -0.164
O -1.12957 2.37824 2.14922 -0.521
C -1.24243 2.56738 3.55455 -0.190
C -0.38994 1.53702 4.32662 0.759
O -0.41321 1.68468 5.55472 -0.741
O 0.19685 0.68861 3.61584 -0.832
H -1.91011 3.77354 -1.73781 0.490
H -2.92244 3.21798 1.51817 0.186
H -1.57430 4.34723 1.68686 0.188
H -2.28626 2.45904 3.87385 0.168
H -0.90259 3.57308 3.82740 0.168
O -0.62516 -1.61195 -4.40763 -0.700
C -0.24240 -1.59546 -3.09904 0.776
O -0.76136 -0.87050 -2.30118 -0.578
C 0.85877 -2.60674 -2.89215 -0.167
O 1.35079 -2.54884 -1.59937 -0.524
C 2.33300 -3.56938 -1.40139 -0.192
C 2.92508 -3.58281 0.02451 0.758
O 3.76659 -4.47416 0.19346 -0.739
O 2.49416 -2.70492 0.81146 -0.830
H -1.33804 -0.96030 -4.46998 0.489
H 1.63256 -2.40774 -3.64757 0.189
H 0.43013 -3.59065 -3.13745 0.191
H 3.16313 -3.42751 -2.10395 0.169
H 1.88636 -4.55138 -1.59576 0.169
```

Its energy relative to the best compared isomer or geometry (same formula, charge and spin) is 0.0 kcal per mole. The net charge is -1. The calculation puts the orbital gap at 7.44 eV. The calculation puts the total energy at -1083.5405 Eh.



[3]
The following is a DFT calculation (ωB97M-V with the def2-TZVPD basis set) of a cluster of 2 separate species, C6H10O in total.

Structure (XYZ):
```
17
Properties=species:S:1:pos:R:3:nbo_charge:R:1
O -2.05156 -0.69123 1.19263 -0.543
C -1.75774 -1.48540 0.32058 0.393
C -0.38550 -1.70368 -0.17052 -0.383
C 0.63824 -1.20949 0.53397 -0.273
C 1.01417 0.94917 -0.53138 -0.174
C -0.39935 1.01744 -0.98313 -0.640
C 1.37001 1.77816 0.44596 -0.389
H -2.53576 -2.11957 -0.14894 0.114
H -0.25015 -2.28628 -1.07943 0.215
H -0.77208 0.06738 -1.35942 0.203
H 1.67093 -1.42248 0.29583 0.209
H 0.43428 -0.66578 1.44859 0.223
H 1.74908 0.51719 -1.21161 0.201
H -0.37705 1.77839 -1.76939 0.221
H -1.05697 1.35314 -0.17614 0.229
H 2.32848 2.26885 0.44048 0.199
H 0.63453 2.08707 1.18661 0.193
```

Its energy relative to the best compared isomer or geometry (same formula, charge and spin) is 56.3 kcal per mole. The net charge is 0. The calculation puts the orbital gap at 9.12 eV. Its SMILES is C=CC=O.C=CC. The calculation puts the total energy at -309.7527 Eh.



[4]
The following is a DFT calculation (ωB97M-V with the def2-TZVPD basis set) of a cluster of 2 separate species, C2HFN2O2 in total.

Structure (XYZ):
```
8
Properties=species:S:1:pos:R:3:nbo_charge:R:1
C -0.46400 1.30003 0.09348 0.156
C -0.09861 0.04649 -0.45230 0.367
N -0.88181 2.32481 0.38542 -0.191
N 0.81118 -0.73271 0.32733 0.470
O 0.87869 -0.23041 1.44246 -0.368
O 1.47704 -1.57479 -0.14942 -0.298
F -0.00440 -0.29412 -1.69529 -0.261
H -1.71809 -0.83931 0.04833 0.124
```

Its energy relative to the best compared isomer or geometry (same formula, charge and spin) is 173.8 kcal per mole. The net charge is 0. The calculation puts the orbital gap (spin up / spin down) at 8.76 / 8.78 eV. The calculation puts the total energy at -436.4019 Eh.



[5]
The following is a DFT calculation (ωB97M-V with the def2-TZVPD basis set) of an isolated molecule of C31H33NO6.

Structure (XYZ):
```
71
Properties=species:S:1:pos:R:3:nbo_charge:R:1
C 3.07322 0.02032 4.31709 -0.638
H 3.68268 -0.78628 3.91555 0.201
H 3.73394 0.74420 4.78704 0.215
H 2.41657 -0.38946 5.08067 0.201
C 2.27022 0.71162 3.20729 -0.217
N 1.34031 -0.11979 2.46396 -0.464
C 1.97151 -1.10515 1.60553 -0.214
H 1.16981 -1.72234 1.18889 0.195
H 2.63905 -1.78377 2.16716 0.169
C 2.76336 -0.50357 0.43944 -0.400
H 3.01058 -1.32297 -0.23567 0.219
H 3.69338 -0.06475 0.80217 0.204
C 1.97247 0.56963 -0.32331 -0.292
C 0.56284 0.09346 -0.58465 -0.052
C -0.51856 0.70574 0.04798 0.351
C -1.83287 0.21669 -0.07964 -0.185
C -2.06157 -0.85673 -0.97024 0.367
C -0.99758 -1.42716 -1.64619 -0.441
C 0.30836 -0.97637 -1.44417 0.428
O 1.38791 -1.52030 -2.05627 -0.513
C 1.20566 -2.51547 -3.03280 -0.251
H 0.77480 -3.42833 -2.60777 0.176
H 2.20233 -2.73470 -3.41258 0.207
H 0.57799 -2.16230 -3.85673 0.181
H -1.17782 -2.23663 -2.33220 0.228
O -3.34892 -1.24848 -1.13209 -0.494
C -3.64816 -2.30363 -2.01196 -0.250
H -3.36733 -2.06309 -3.04228 0.180
H -4.72831 -2.42754 -1.95287 0.208
H -3.16124 -3.23519 -1.70647 0.178
C -2.85822 0.86023 0.69852 0.073
C -2.54814 1.97266 1.40716 -0.346
C -1.21015 2.51539 1.44329 0.750
O -0.87299 3.51904 2.02539 -0.574
O -0.24893 1.80898 0.77539 -0.465
H -3.28728 2.48313 2.00397 0.238
C -4.22407 0.31015 0.79233 -0.060
C -5.30847 1.01639 0.28907 -0.155
C -6.58978 0.51056 0.41950 -0.221
C -6.79903 -0.69386 1.06841 -0.221
C -5.72186 -1.39276 1.58869 -0.198
C -4.44008 -0.89535 1.45199 -0.193
H -3.59773 -1.43570 1.85947 0.214
H -5.88312 -2.32856 2.10409 0.212
H -7.79983 -1.08675 1.17216 0.214
H -7.42760 1.06063 0.01653 0.214
H -5.14156 1.95665 -0.21576 0.211
C 2.61202 1.00678 -1.62369 -0.002
C 1.90011 1.88925 -2.42875 -0.216
C 2.38448 2.35038 -3.64807 -0.252
C 3.62109 1.89766 -4.03782 0.222
C 4.34860 1.02284 -3.23580 0.229
C 3.87252 0.56577 -2.03110 -0.224
H 4.46827 -0.10796 -1.44215 0.219
O 5.54312 0.73036 -3.84910 -0.484
C 5.54732 1.46580 -5.05276 0.239
O 4.33642 2.17811 -5.17697 -0.482
H 6.39309 2.17350 -5.04994 0.154
H 5.65848 0.77633 -5.90546 0.154
H 1.82049 3.03351 -4.26069 0.226
H 0.93350 2.23337 -2.09365 0.214
H 1.88773 1.44564 0.32552 0.259
C 0.28440 -0.72553 3.25906 -0.206
C -0.47128 0.26606 4.13569 -0.620
H -0.72863 1.15620 3.56981 0.214
H -1.38996 -0.19552 4.49180 0.214
H 0.11525 0.56327 5.00068 0.204
H -0.42285 -1.16637 2.54556 0.189
H 0.66477 -1.55005 3.89089 0.159
H 2.96614 1.14460 2.48688 0.194
H 1.69910 1.53754 3.63497 0.206
```

Its energy relative to the best compared isomer or geometry (same formula, charge and spin) is 0.0 kcal per mole. The net charge is 0. The calculation puts the orbital gap at 7.97 eV. Its SMILES is CCN(CC)CC[C@@H](c1ccc2c(c1)OCO2)c1c(OC)cc(OC)c2c(-c3ccccc3)cc(=O)oc12. The calculation puts the total energy at -1707.2537 Eh.